# C13H9BrN2RhSTe4

A molecular structure, C13H9BrN2RhSTe4 (the ωB97M-V functional and the def2-TZVPD basis, the OMol25 dataset).

Each line ends with the natural charge from an NBO analysis.
Cartesian coordinates (Å):
1 Te 4.9701 1.4944 1.9176  -0.06
2 Te 0.8746 1.8725 2.5455  0.04
3 Te 2.9820 0.0510 2.7560  0.00
4 Te 1.7816 3.7745 0.9597  -0.04
5 Rh 0.4325 1.8660 -0.1356  0.07
6 Br -6.4472 0.0533 1.8141  0.07
7 S -0.1232 3.4717 -3.0178  0.07
8 N 1.9489 0.1299 -0.7618  -0.45
9 N -0.7005 -0.0319 -0.1711  -0.44
10 C 3.9984 -0.8789 -1.4251  -0.23
11 C -2.5930 -1.1745 0.9492  -0.24
12 C -0.0400 -1.1078 -0.3677  0.13
13 C -4.6654 -0.0024 1.1813  -0.08
14 C 1.3793 -1.0752 -0.7315  0.11
15 C -2.8269 1.0532 0.0792  -0.20
16 C -3.9026 -1.1367 1.4000  -0.22
17 C -2.0500 -0.0815 0.2808  0.18
18 C 3.4182 -2.1341 -1.3675  -0.17
19 C 2.0800 -2.2380 -1.0199  -0.21
20 C 3.2200 0.2315 -1.1139  0.06
21 C -4.1378 1.0954 0.5219  -0.23
22 C 0.0982 2.7504 -1.6587  -0.17
23 H -4.3218 -1.9789 1.9323  0.23
24 H -2.3837 1.8970 -0.4345  0.25
25 H 3.9979 -3.0205 -1.5883  0.23
26 H 3.6348 1.2339 -1.1161  0.22
27 H -0.5110 -2.0880 -0.2975  0.18
28 H -4.7409 1.9782 0.3630  0.24
29 H 5.0391 -0.7503 -1.6896  0.23
30 H -1.9985 -2.0542 1.1580  0.21
31 H 1.5869 -3.2004 -0.9619  0.22

## Properties
Spin multiplicity: 2
Total charge: 0
Expectation value of S²: 0.76
HOMO-LUMO gap (spin up / spin down), eV: 5.74 / 4.85
E_tot, hartree: -4765.12506
Lowest unoccupied orbital energy (spin up / spin down), eV: -1.07 / -1.94
E_HOMO (spin up / spin down), eV: -6.8 / -6.8


# C6H16NO3PS

A single C6H16NO3PS molecule at a distorted geometry (the ωB97M-V functional and the def2-TZVPD basis, the OMol25 dataset).

Each line ends with the natural charge from an NBO analysis.
Cartesian coordinates (Å):
1 S -3.7927 -0.3254 -0.4775  2.39
2 P 1.9004 0.4803 -0.3812  0.87
3 O -4.6946 0.6482 -0.9501  -0.94
4 O -4.1394 -0.8854 0.7771  -0.95
5 O -3.7026 -1.4664 -1.5692  -0.88
6 N 3.3861 -2.2544 1.0893  -0.60
7 C 3.2571 -0.8020 -0.8416  -0.81
8 C -1.8210 0.8721 1.0146  -0.41
9 C 0.4799 1.6621 0.0887  -0.74
10 C 2.9581 -2.0301 -0.0742  0.12
11 C -0.3195 1.0310 1.2423  -0.41
12 C -2.1727 0.4240 -0.3906  -0.69
13 H 4.2379 -0.4247 -0.5751  0.22
14 H 0.9378 2.5949 0.4047  0.21
15 H -2.1682 0.1003 1.6900  0.24
16 H 3.9750 -1.4627 1.3628  0.31
17 H -0.1136 1.8846 -0.7926  0.21
18 H 2.3052 -2.7765 -0.5158  0.17
19 H 2.5472 1.4885 -1.1526  -0.05
20 H 3.1916 -0.9986 -1.9070  0.22
21 H 0.9232 -0.4211 -0.9231  -0.08
22 H -0.1732 1.6562 2.1107  0.22
23 H 2.2720 0.3670 0.9884  -0.04
24 H -2.3523 1.7746 1.2867  0.22
25 H -2.2437 1.2939 -1.0261  0.25
26 H 0.1107 0.0637 1.4989  0.19
27 H -3.3691 -2.2772 -1.1441  0.51
28 H -1.4197 -0.2169 -0.8334  0.23

## Properties
Total charge: 0
HOMO-LUMO gap, eV: 9.06
E_tot, hartree: -1258.10370
SMILES: [H]/N=C\C[PH3]CCCCS(=O)(=O)O
Lowest unoccupied orbital energy, eV: 0.28
E_HOMO, eV: -8.8


# C22H39N8RuS4Si2Te

A molecular structure, C22H39N8RuS4Si2Te at a distorted geometry (the ωB97M-V functional and the def2-TZVPD basis, the OMol25 dataset).

Each line ends with the Löwdin charge.
Cartesian coordinates (Å):
1 Te -3.6222 -0.5259 0.6536  1.50
2 Ru 0.4518 -0.1956 0.1381  0.86
3 S 0.6533 -1.3569 -1.8478  0.71
4 S -1.2938 0.9150 -0.8965  0.55
5 S 3.8970 -2.5491 2.3086  1.16
6 S -0.7164 1.2905 4.4694  1.15
7 Si -2.6622 -3.6523 0.9699  0.48
8 Si -6.1669 0.8673 2.1316  0.45
9 N -0.8403 -2.0066 -5.1340  0.24
10 N -3.8236 0.7289 -3.4116  0.24
11 N 0.1045 0.6008 2.1366  -0.06
12 N 2.0249 -1.1751 1.2044  -0.07
13 N 4.1317 3.6979 -1.1956  0.07
14 N -1.8093 2.0193 2.1258  0.08
15 N 2.0730 1.7005 -0.7274  -0.11
16 N 3.3128 -2.4785 -0.3031  0.13
17 C 3.7721 2.6922 -2.2484  -0.08
18 C -3.4377 -2.3983 -0.3006  -0.50
19 C -5.7258 -0.5888 0.9473  -0.49
20 C 2.9895 -2.0379 0.9199  -0.66
21 C -8.0350 0.8787 2.3180  -0.16
22 C -2.7799 0.4263 -3.0347  -0.26
23 C -2.5909 -5.3544 0.1969  -0.15
24 C 3.2337 1.4247 -1.5828  -0.18
25 C 2.4424 2.6856 0.2958  -0.18
26 C -0.8157 1.3310 2.7426  -0.68
27 C 0.6381 0.2401 4.3574  -0.30
28 C -5.4936 2.4282 1.2867  -0.18
29 C -0.6862 -0.8666 -2.8344  -0.67
30 C -1.5582 0.0770 -2.3993  -0.69
31 C -5.2165 0.4948 3.7291  -0.18
32 C 2.9534 3.9914 -0.3183  -0.08
33 C -0.8798 -2.9836 1.1701  -0.19
34 C 0.9397 -0.0215 3.0670  -0.34
35 C 2.9152 -1.5471 3.3037  -0.31
36 C -3.6310 -3.4741 2.5740  -0.18
37 C 1.9819 -0.9031 2.5721  -0.35
38 C -0.8027 -1.4944 -4.1059  -0.24
39 H -5.3669 1.2720 4.4797  0.04
40 H -5.9809 -1.5727 1.3429  0.03
41 H -5.5604 -0.4426 4.1702  0.04
42 H -4.4204 -2.7130 -0.6486  0.04
43 H -8.3340 1.6624 3.0145  0.05
44 H -4.6615 -3.8136 2.4521  0.05
45 H 2.9622 0.7096 -2.3588  0.12
46 H 4.4753 4.5587 -1.6303  0.20
47 H 1.1390 -0.1136 5.2425  0.10
48 H -3.6610 -2.4385 2.9254  0.00
49 H 2.7044 -2.3074 -1.0863  0.01
50 H 3.0178 3.1370 -2.8980  0.15
51 H -4.1412 0.4033 3.5423  -0.02
52 H -0.8336 -1.8825 1.0451  -0.06
53 H -4.5599 2.2115 0.7563  -0.03
54 H 3.2163 2.2417 0.9290  0.13
55 H -2.0025 -5.3686 -0.7209  0.04
56 H -2.7606 -2.3232 -1.1534  0.01
57 H 1.5809 2.9037 0.9267  0.12
58 H -3.5785 -5.7527 -0.0366  0.05
59 H -3.1956 -4.0842 3.3663  0.05
60 H -5.3105 3.2386 1.9934  0.04
61 H 4.8960 3.3288 -0.6231  0.19
62 H -0.2251 -3.4359 0.4232  0.03
63 H -1.6390 2.3684 1.1945  0.04
64 H 3.0843 -1.4968 4.3659  0.10
65 H -8.5156 1.0722 1.3590  0.04
66 H 4.6515 2.4614 -2.8480  0.15
67 H -6.1872 -0.4735 -0.0357  0.04
68 H -2.3453 2.6455 2.7096  0.11
69 H -2.1239 -6.0439 0.9037  0.05
70 H -0.4701 -3.2231 2.1532  0.05
71 H -8.3958 -0.0751 2.7022  0.04
72 H 4.0030 -3.2054 -0.3997  0.12
73 H 1.3223 2.0786 -1.3027  0.08
74 H 2.1796 4.4523 -0.9327  0.15
75 H 4.0103 0.9641 -0.9653  0.13
76 H 3.2374 4.6936 0.4644  0.15
77 H -6.2038 2.7988 0.5469  0.05

## Properties
Spin multiplicity: 5
Total charge: +3
Expectation value of S²: 6.02
HOMO-LUMO gap (spin up / spin down), eV: 7.91 / 5.47
E_tot, hartree: -3833.54587
Lowest unoccupied orbital energy (spin up / spin down), eV: -7.92 / -10.36
E_HOMO (spin up / spin down), eV: -15.8 / -15.8